1.
# C18H19FMnN5O6S3Te

A molecular structure, C18H19FMnN5O6S3Te (ωB97M-V/def2-TZVPD, OMol25).

Calculated values
charge = -1
multiplicity = 6
lowest unoccupied orbital energy (alpha / beta) = 2.4 / 2.3 eV
expectation value of S² = 8.76

XYZ file:
```
54
Properties=species:S:1:pos:R:3:forces:R:3
O -1.534 -7.636 2.509 0.04 -0.37 0.34
S 1.182 5.586 -2.057 0.78 1.27 -0.31
H -0.682 7.014 -2.147 -0.74 0.05 0.29
C -1.055 2.289 -1.180 1.15 1.41 -0.54
S 0.599 2.859 -1.569 -0.90 -0.67 0.27
C -2.164 5.726 -1.281 1.19 -2.19 -0.25
C -2.638 7.981 -1.865 -0.01 -0.85 0.54
H -1.924 -0.350 1.981 0.18 -0.08 -0.27
C -0.983 -6.842 1.788 -0.08 0.32 0.28
C -1.660 -5.754 1.098 0.16 -0.31 -0.16
O 2.058 -2.184 -0.602 -1.90 -1.01 -0.37
C 1.093 -0.759 3.100 1.86 -0.90 1.73
O -0.189 -2.378 -0.426 1.47 -0.18 -0.30
H -0.672 -1.659 3.921 0.20 0.18 0.23
C 0.984 -2.837 -0.710 0.08 0.03 0.27
C -4.318 6.603 -0.834 -0.54 -0.03 -0.48
N 0.351 -5.191 -0.083 0.30 -0.46 -0.06
H 0.356 -4.495 -2.062 0.21 0.25 0.23
H 0.959 -7.515 2.097 -0.24 -0.07 -0.11
C 4.633 -0.660 0.861 -0.22 0.56 0.01
N 0.393 -6.874 1.554 0.70 0.54 -0.90
H -2.282 8.953 -2.127 0.06 0.43 -0.58
H -3.599 4.615 -0.253 -0.71 -0.52 0.19
C -3.960 7.799 -1.479 -0.08 0.28 0.31
H 4.951 -0.098 -2.620 0.51 0.39 -0.45
H 5.506 -0.228 1.346 -0.03 -0.10 0.01
Te 3.749 0.882 -0.359 -0.04 -0.23 -0.37
Mn 0.435 -0.385 0.278 0.61 -0.74 0.46
C 3.935 -0.079 -2.291 -0.23 -0.35 1.27
H -1.512 -4.325 -0.499 0.47 -0.56 0.85
H -0.762 0.115 3.763 0.33 -0.61 -0.30
H 3.637 -1.091 -2.082 -0.24 -0.46 0.03
C -0.421 -0.823 3.267 -0.48 -0.22 0.67
C 0.965 -4.359 -1.156 0.43 0.23 0.60
H -1.494 -1.891 1.791 0.36 -0.17 0.20
C -1.000 -5.056 0.168 -0.74 0.91 -0.92
N -1.922 3.248 -1.187 0.61 1.01 0.56
O 2.328 -6.308 0.394 -1.77 -0.03 0.34
H 1.980 -4.758 -1.320 -0.51 0.34 0.12
H -5.309 6.428 -0.447 -0.27 0.33 0.02
C -3.451 5.542 -0.749 1.75 0.78 -0.39
H 3.214 0.345 -2.964 -0.03 0.41 -0.40
H -4.691 8.615 -1.640 0.50 -0.62 0.36
N -1.259 4.535 -1.332 -1.66 -0.23 -0.20
S -1.285 0.624 -0.963 -1.02 -0.33 -0.42
O 1.514 -0.315 1.979 -0.03 0.21 -0.25
C -1.717 6.920 -1.788 -0.09 0.85 -0.36
C 1.124 -6.148 0.589 0.62 0.48 0.09
N -1.120 -0.972 1.991 -0.53 0.93 -0.38
C 0.047 4.481 -1.667 -0.40 -0.49 0.49
F -2.986 -5.614 1.340 0.70 0.03 -0.33
H 3.854 -0.890 1.576 -0.01 -0.13 0.22
H 4.902 -1.547 0.307 -0.03 -0.09 -0.34
O 1.843 -1.138 4.039 -1.71 0.80 -1.54
```
Forces are in eV/Å.

2.
# C18H19N3O4S

A molecular structure, C18H19N3O4S (ωB97M-V/def2-TZVPD, OMol25).

Calculated values
relative energy (zero: lowest compared OMol25 entry of this formula, charge and spin) = 422.3 kcal/mol
charge = 0
lowest unoccupied orbital energy = -0.4 eV

XYZ file:
```
45
Properties=species:S:1:pos:R:3:forces:R:3
N -2.961 -0.056 1.048 1.11 -3.19 -5.91
O 1.826 1.322 -1.149 -2.66 -1.70 -13.09
C -2.074 -0.698 -0.041 -10.90 -0.70 0.24
O -1.131 -3.609 -3.861 -2.34 -2.08 -1.20
C 3.022 1.099 0.503 6.39 -6.33 7.45
H -1.584 1.560 -0.818 -0.37 0.24 1.57
H -0.996 3.614 2.294 -0.78 1.07 -0.42
C -0.093 2.953 -0.228 -0.66 -3.48 4.05
C -1.548 2.308 0.037 10.18 -10.43 1.73
H 1.269 -3.250 -5.229 0.94 -1.30 2.03
O 0.749 -2.836 -3.263 8.21 -1.18 -0.02
H 4.653 0.603 3.290 1.05 -0.34 -0.70
H 1.420 -4.774 -4.309 -0.95 -0.49 0.95
N 1.008 2.295 0.742 -0.18 -0.20 -13.07
H -1.081 2.134 3.374 1.60 1.58 -2.88
H 1.062 1.454 2.469 -0.96 2.06 -0.22
H 2.647 -3.591 -4.149 1.03 0.92 1.24
H -4.248 -1.427 -0.863 2.79 -0.16 -0.45
N -1.612 1.797 1.467 -1.30 -0.72 -4.79
H -3.834 -0.395 1.337 -1.06 -1.61 -0.10
C 4.437 -0.343 1.290 9.26 -7.08 -2.40
C -0.481 -2.954 -3.117 -0.90 -0.67 -2.27
O 3.202 1.242 2.074 2.60 0.63 -4.65
C -2.392 -2.057 -2.028 -2.11 0.31 0.66
H 3.641 -0.429 -0.789 0.18 -1.80 -3.02
H 5.525 -1.012 1.236 -3.46 1.32 0.26
H -2.926 -2.591 -2.705 -1.56 -1.55 -2.16
C -0.453 -1.425 -1.233 12.40 1.93 3.12
C -1.009 -2.076 -2.166 -4.57 -0.39 0.19
C 1.920 1.521 -0.064 -4.28 5.48 10.47
H 1.444 3.213 2.567 -2.15 -0.64 -1.00
H 0.905 -1.543 -1.219 -4.07 0.35 -0.32
C -3.083 -1.470 -1.035 2.00 2.55 3.02
C 0.692 2.493 1.970 5.54 -3.41 8.31
C 4.432 0.525 2.222 -5.71 3.48 5.04
H -0.313 -0.167 0.511 4.87 3.52 4.76
C -0.790 -0.628 -0.154 -3.72 -3.75 -4.80
H -0.135 3.843 0.257 -0.12 3.29 0.33
S -2.788 0.672 3.652 -0.40 0.18 -2.89
C -0.690 2.605 2.171 -5.54 -1.19 8.18
H -2.100 2.945 -0.225 -8.81 9.45 -2.69
H 0.026 2.951 -1.252 1.18 0.08 -1.88
C 1.604 -3.727 -4.181 -3.77 2.99 -3.61
C -2.565 0.805 1.842 5.35 6.17 8.33
C 3.734 -0.123 0.161 -3.34 6.80 2.59
```
Forces are in eV/Å.

3.
# C18H19N3O4S

A single C18H19N3O4S molecule (ωB97M-V/def2-TZVPD, OMol25).

Calculated values
relative energy (zero: lowest compared OMol25 entry of this formula, charge and spin) = 52.7 kcal/mol
SMILES = Cc1cc(=O)oc2cc(OCC(=O)Nc3nnc(CC(C)C)s3)ccc12
charge = 0
lowest unoccupied orbital energy = 0.3 eV

XYZ file:
```
45
Properties=species:S:1:pos:R:3:forces:R:3
H -0.943 0.139 1.003 0.11 0.02 0.16
C 0.403 -4.774 -2.281 -0.04 -0.13 -0.64
C 0.243 -2.176 1.728 0.03 -0.57 -0.14
H -1.578 8.971 -1.023 0.00 0.13 0.01
S 0.298 3.993 -1.000 -0.56 -0.47 0.53
C -0.100 0.174 1.703 -0.12 -0.19 0.06
H 1.987 1.930 -0.262 -0.13 -0.18 0.17
H -3.105 5.525 -0.754 -0.01 -0.04 -0.03
C 0.832 -5.940 -0.157 -0.04 -0.06 -0.57
O 2.199 -0.079 1.019 0.05 -0.05 0.08
C -2.075 5.549 -1.113 0.18 0.38 -0.13
O 0.283 -4.736 -3.481 0.04 0.04 0.43
N -1.901 3.479 0.188 -1.24 0.96 -0.17
H -2.005 7.973 -2.412 -0.04 0.04 -0.13
H -0.073 -1.483 -0.301 -0.03 0.12 -0.07
H 1.273 -8.024 -0.061 0.01 -0.06 0.01
O 0.055 -1.025 2.417 0.16 -0.03 0.02
C -1.437 6.982 0.855 0.20 -0.05 -0.23
O 0.227 -3.607 -1.580 -0.04 0.21 -0.17
C 0.531 -3.307 2.510 -0.04 0.26 0.09
N -1.093 2.487 0.541 0.97 -1.26 0.52
C 0.339 -3.557 -0.236 0.09 -0.19 0.92
H -0.325 0.942 2.450 -0.05 -0.09 -0.20
H -3.111 8.099 -1.041 -0.15 0.03 0.03
H 2.081 -7.044 1.171 0.05 -0.03 0.08
H -0.952 6.135 1.335 0.03 -0.06 0.13
C 0.724 -4.530 1.925 -0.05 0.13 -0.26
C 1.176 0.553 0.971 -0.09 -0.12 0.19
C 0.636 -4.692 0.535 -0.11 0.47 -0.21
H -0.341 6.814 -0.985 -0.03 0.02 0.00
C -1.386 4.351 -0.593 0.65 -0.10 -0.32
C -1.389 6.851 -0.664 -0.28 0.05 0.06
C -2.063 8.047 -1.329 0.24 -0.17 0.02
C 0.142 -2.311 0.354 -0.05 0.08 -0.07
C 0.086 2.576 0.028 -0.28 1.05 -0.61
C 1.156 -7.179 0.612 -0.01 0.02 -0.11
N 1.120 1.707 0.214 0.68 0.07 -0.32
C 0.716 -5.955 -1.505 0.08 -0.16 0.49
H 0.951 -5.383 2.544 0.02 -0.10 0.08
H 0.361 -7.402 1.321 -0.02 -0.05 0.09
H 0.852 -6.858 -2.078 0.01 -0.06 -0.04
H 0.603 -3.179 3.577 0.02 0.01 0.13
H -2.084 5.508 -2.206 -0.10 0.01 -0.01
H -2.468 7.021 1.199 -0.14 0.01 0.06
H -0.932 7.891 1.173 0.03 0.09 0.08
```
Forces are in eV/Å.

4.
# C18H19N4O5S2Se3TeY

A molecular structure, C18H19N4O5S2Se3TeY (ωB97M-V/def2-TZVPD, OMol25).

Calculated values
charge = 0
lowest unoccupied orbital energy = -0.4 eV

XYZ file:
```
53
Properties=species:S:1:pos:R:3:forces:R:3
H 2.684 4.885 1.182 -0.03 0.20 0.13
Se -2.013 2.046 -0.133 -0.77 0.82 0.22
H 3.463 3.278 1.124 0.08 -0.12 0.11
C -2.904 -1.149 -1.587 -0.17 -0.62 0.57
H -3.042 2.524 -4.291 -0.06 0.14 -0.07
C 1.990 1.884 -1.837 0.31 -0.27 -0.03
H 4.579 1.352 -2.540 0.02 0.07 -0.01
N -2.572 -0.149 -2.503 0.32 0.66 -0.78
Se -1.272 0.775 3.407 -0.05 0.28 0.38
H 0.202 1.050 -5.078 -0.08 0.07 0.02
N -1.442 1.188 -3.817 -0.37 -0.41 0.73
O 1.246 1.651 1.269 0.09 -0.45 -0.23
S 0.020 -0.875 -2.878 0.48 -0.34 0.12
H -1.578 -2.590 1.003 -0.04 0.10 0.01
H -4.809 -1.548 -2.497 -0.02 0.02 -0.09
S 1.122 3.098 1.633 0.90 0.78 0.69
H 1.773 4.191 3.688 -0.01 0.21 -0.01
H 1.091 2.574 3.972 -0.10 0.00 -0.11
H 2.221 -3.927 1.359 -0.11 0.26 -0.23
C -3.504 -3.100 0.199 -0.16 0.06 -0.24
C 1.764 3.161 3.350 -0.36 -0.14 -0.52
H -4.459 0.864 -2.645 -0.14 0.06 0.03
C 4.176 0.552 -1.939 -0.08 -0.03 0.11
C 4.287 -1.579 -0.870 -0.34 -0.02 0.14
C -1.326 0.100 -3.025 -0.06 -0.47 -0.26
C -4.131 -1.802 -1.698 0.34 0.19 -0.07
O 2.514 2.815 -2.433 0.24 0.13 -0.15
O 0.780 1.780 -1.488 -0.20 0.04 0.27
C -2.735 1.640 -3.773 -0.66 -0.11 0.06
C 2.146 -2.403 0.219 -1.00 -0.06 0.24
H -3.695 -3.871 0.926 0.01 -0.08 0.11
H -5.368 -3.327 -0.851 -0.09 -0.04 0.00
N 2.281 -0.277 -0.763 0.38 -0.14 -0.07
H 2.759 2.730 3.382 0.13 -0.06 -0.12
C -2.321 -2.385 0.242 0.02 -0.27 0.06
C -0.346 1.804 -4.512 0.66 0.20 -0.16
C 2.587 3.858 0.854 -0.54 -0.21 0.08
O 0.930 -2.353 0.188 0.48 -0.07 -0.09
H 4.802 -2.490 -0.608 0.02 -0.08 0.03
C 2.968 -1.387 -0.479 0.45 0.22 -0.17
H 2.444 3.829 -0.222 -0.10 0.02 -0.09
C 4.899 -0.583 -1.620 -0.15 0.10 -0.02
C -4.432 -2.795 -0.785 0.25 0.06 0.20
Te -3.201 1.004 1.830 -0.06 0.03 -0.16
H 0.335 2.267 -3.794 -0.08 -0.04 -0.09
Y -0.046 0.207 -0.014 0.65 -0.66 -0.73
Se 0.039 -0.927 2.522 -0.06 -0.63 0.63
H 5.916 -0.702 -1.966 0.05 -0.02 0.01
O 2.821 -3.334 0.875 0.44 -0.22 0.03
C -3.444 0.811 -2.980 -0.03 0.34 -0.13
H -0.733 2.567 -5.184 -0.08 -0.05 -0.01
N -2.019 -1.417 -0.623 -0.21 0.28 -0.17
C 2.868 0.671 -1.479 -0.11 0.26 -0.16
```
Forces are in eV/Å.

5.
# C18H19N5O2OsS4SeSi

A molecular structure, C18H19N5O2OsS4SeSi (ωB97M-V/def2-TZVPD, OMol25).

Calculated values
charge = 0
lowest unoccupied orbital energy = -1.9 eV

XYZ file:
```
51
Properties=species:S:1:pos:R:3:forces:R:3
H 4.412 -2.216 4.083 -0.01 0.01 0.02
Os -0.579 0.810 -1.083 -0.02 0.27 -0.28
N -1.264 0.052 -3.705 0.12 -0.05 -0.18
H 5.031 1.274 1.697 -0.01 0.02 0.00
C 1.864 -0.359 0.697 0.19 0.27 -0.40
H -4.212 -1.473 1.729 -0.02 -0.01 0.00
H -5.112 2.698 0.839 0.01 0.02 -0.01
H 7.368 1.418 2.505 0.01 0.01 0.00
C -3.732 -0.748 2.387 -0.02 -0.02 -0.03
C -2.154 -0.040 -5.985 -0.02 -0.09 -0.03
C -2.778 -2.172 -6.909 0.00 0.02 -0.01
C 0.424 2.723 1.176 0.02 -0.08 0.08
O -0.629 1.851 -2.712 -0.04 0.37 -0.06
S 1.144 3.553 2.331 0.03 0.03 0.01
C -2.653 -0.794 -7.032 0.00 0.00 0.00
C 2.137 -0.751 3.109 -0.04 0.16 0.08
Se -2.861 0.400 -0.628 0.06 -0.29 0.09
H -2.302 2.993 2.003 0.02 0.02 0.00
H 6.739 -2.073 4.900 0.01 -0.01 0.01
S 1.389 -0.243 -1.006 -0.09 -0.65 0.37
C 5.417 0.554 2.403 -0.02 -0.01 0.04
C -1.786 -0.703 -4.824 0.04 0.04 0.05
S 0.785 -0.712 2.004 -0.08 -0.04 -0.02
C 6.369 -1.334 4.202 -0.02 -0.03 0.02
H -5.767 1.110 0.431 -0.01 -0.03 0.00
H -2.941 2.259 3.478 -0.04 -0.01 0.01
C 7.200 -0.314 3.763 -0.01 0.02 -0.02
C -5.221 1.672 1.191 -0.02 -0.04 0.04
H -1.487 1.605 2.726 0.00 0.00 0.01
N 3.103 -0.304 1.021 -0.15 0.04 0.12
H -2.054 1.032 -6.063 0.00 0.01 0.01
Si -3.556 0.909 1.553 0.05 0.04 -0.03
C 4.596 -0.466 2.861 0.00 0.02 0.02
H -2.760 -1.147 2.680 0.02 0.00 -0.01
H -2.501 -3.879 -5.639 0.00 -0.01 -0.01
N 3.256 -0.530 2.365 0.10 -0.11 -0.07
C -2.403 -2.806 -5.735 0.01 -0.02 0.02
C 6.723 0.624 2.858 0.01 -0.01 0.00
H 8.218 -0.252 4.123 0.02 0.00 0.00
H -2.947 -0.300 -7.947 -0.01 0.00 -0.01
C -2.461 2.047 2.519 0.00 0.01 0.00
H -1.603 -2.541 -3.746 0.00 0.00 0.01
O -0.960 -0.615 -2.626 -0.17 0.36 0.06
H -4.343 -0.652 3.288 0.02 0.01 0.03
N -1.096 1.284 -3.825 0.11 -0.23 0.43
H -3.171 -2.752 -7.733 0.00 -0.01 -0.01
C -1.900 -2.073 -4.671 -0.03 0.03 -0.10
C 5.061 -1.420 3.751 0.05 0.01 -0.04
H -5.831 1.683 2.097 0.00 0.03 0.02
S 1.964 -0.955 4.730 0.02 -0.04 -0.01
N -0.136 2.074 0.370 -0.07 -0.03 -0.24
```
Forces are in eV/Å.

6.
# C18H19N5O3PS

A gas-phase ion, C18H19N5O3PS (charge +1) (ωB97M-V/def2-TZVPD, OMol25).

Calculated values
charge = +1
lowest unoccupied orbital energy = -4.6 eV

XYZ file:
```
47
Properties=species:S:1:pos:R:3:forces:R:3
C 0.572 -1.006 1.614 0.49 0.30 -0.45
H -1.671 -2.241 -3.093 0.24 -0.20 -0.09
H -2.931 0.005 0.979 0.01 -0.01 -0.07
H 3.016 -0.769 0.270 -0.06 -0.12 0.05
O -4.108 -0.635 -1.628 -0.33 0.17 -0.14
H -2.900 2.221 1.991 0.16 0.30 0.11
C 2.634 0.158 0.674 -0.02 0.09 -0.13
C -0.099 -1.362 0.303 -0.42 0.26 0.64
H -1.102 2.301 0.104 0.16 -0.30 -0.19
C -1.220 -2.012 -2.138 -0.33 0.41 0.27
C 2.990 2.535 0.912 -0.02 -0.37 -0.04
N -0.762 3.124 -2.922 0.02 0.09 -0.62
H -1.438 0.486 1.726 0.11 -0.17 0.02
C 1.278 3.964 2.091 -0.09 -0.03 -0.70
P 1.861 -3.352 -0.026 -0.12 -2.69 0.51
H 0.512 3.849 2.854 0.11 0.04 0.12
C 1.789 2.633 1.598 -0.16 0.61 0.53
C 1.437 0.243 1.374 0.00 -0.24 0.10
H 2.076 4.624 2.425 0.01 -0.11 0.17
H -0.164 -0.812 2.387 -0.13 -0.02 -0.08
H 0.809 4.463 1.236 -0.05 0.09 0.13
H 1.172 -1.830 1.989 -0.07 0.04 0.04
O -1.346 0.764 -3.077 0.40 -0.12 -0.65
O -2.769 0.623 -2.882 -0.65 -0.24 0.03
C -1.772 -1.021 -1.341 -0.21 0.31 -0.47
N 0.508 -3.662 -2.464 -0.64 0.01 1.59
H -2.538 1.802 -0.802 0.17 -0.08 -0.16
C -2.060 1.784 0.172 -0.47 0.64 0.89
H 2.559 -2.668 0.967 -0.22 0.61 -0.47
H 4.323 1.198 -0.095 0.01 0.03 0.05
C 1.035 1.493 1.828 -0.06 -0.39 0.03
N 1.328 -4.716 0.489 0.35 0.54 -0.19
H 0.114 1.575 2.392 0.04 0.12 0.09
C -0.115 -2.660 -1.677 0.42 -0.51 -0.70
C -1.920 0.371 0.765 -0.38 -0.06 -0.56
C 3.396 1.294 0.457 0.32 0.00 -0.27
H 1.651 -5.492 -0.079 -0.26 -0.18 0.14
H -3.888 2.439 0.766 -0.03 0.28 0.02
C -1.070 2.038 -3.152 -0.07 0.04 1.23
C 0.000 -4.790 -2.356 0.20 0.14 -1.65
N 0.430 -2.341 -0.479 0.64 0.82 -0.15
N -2.928 2.612 1.053 -0.05 -0.77 -0.33
S -0.622 -6.166 -2.612 0.04 -0.24 0.51
C -1.250 -0.670 -0.103 0.36 -0.14 0.22
C -3.002 -0.353 -1.922 0.69 0.03 0.46
H 3.615 3.399 0.734 -0.09 0.09 0.03
H 2.636 -3.472 -1.193 -0.01 0.95 0.07
```
Forces are in eV/Å.

Number 1: F_max 2.69 eV/A, electronic energy -4136.1947 Ha. Number 2: F_max 14.68 eV/A, electronic energy -1560.1575 Ha. Number 3: F_max 1.67 eV/A, electronic energy -1560.7464 Ha. Number 4: F_max 1.37 eV/A, electronic energy -9599.8526 Ha. Number 5: F_max 0.75 eV/A, electronic energy -5495.8654 Ha. Number 6: F_max 2.74 eV/A, electronic energy -1935.9182 Ha.